1.
ORCA calculation (ωB97M-V/def2-TZVPD) on a cluster of 9 separate species, C16H49NO12 in total.

Summary:
relative energy (zero: lowest compared OMol25 entry of this formula, charge and spin): 574.0 kJ/mol

Last column: Löwdin charge in e.
Cartesian coordinates (Å):
C: -2.54566 4.70469 -1.01106  -0.08
O: -1.65287 3.99502 -1.91541  -0.19
C: -1.48994 2.65118 -1.68039  -0.29
C: -0.31310 2.02029 -2.43805  -0.06
N: -0.26676 0.48842 -2.50091  0.04
H: -0.24603 0.27642 -1.52493  0.06
H: -1.06456 -0.04844 -2.77131  0.17
C: 0.95478 -0.03612 -3.11825  -0.06
C: 0.85876 -1.64809 -3.00734  -0.15
O: 1.87709 -2.13657 -3.88658  -0.20
C: 2.21123 -3.46779 -3.72074  -0.10
H: -2.24435 4.62949 0.05245  0.08
H: -3.61873 4.34474 -1.08398  0.09
H: -2.65307 5.84657 -1.39725  0.13
H: -2.51690 2.08250 -1.93159  0.16
H: -1.47233 2.43860 -0.64416  0.08
H: 0.58917 2.52981 -1.95648  0.14
H: -0.27675 2.43385 -3.69752  0.22
H: 1.87131 0.37743 -2.66978  0.13
H: 0.84422 0.07457 -4.16966  0.12
H: -0.09784 -2.01419 -3.30525  0.11
H: 1.04521 -1.87900 -2.04787  0.07
H: 2.69113 -3.68375 -2.76250  0.09
H: 2.72811 -3.90960 -4.50521  0.06
H: 1.10438 -3.88440 -3.81658  0.13
C: 0.20114 0.07701 0.69220  -0.48
O: -0.91375 -0.48571 -0.05380  -0.19
O: 0.07961 0.27795 1.98194  0.16
O: 1.25191 0.39985 0.02243  -0.04
H: -0.75899 -0.02706 2.27788  0.07
C: -5.35776 1.62616 0.94610  -0.10
C: -3.87944 1.29905 1.00535  -0.37
O: -3.65655 0.39491 -0.04330  -0.12
H: -5.72966 2.24189 1.77028  0.04
H: -6.10124 0.70683 1.14636  0.12
H: -5.55787 2.33400 -0.03030  0.12
H: -3.50217 0.97725 1.86884  0.04
H: -3.23557 2.20664 0.93907  0.10
H: -2.74414 -0.03442 -0.17809  0.08
C: 5.41720 -1.98056 0.19032  -0.04
C: 4.12845 -1.29358 -0.13683  -0.38
O: 3.37498 -0.90888 0.90291  -0.08
H: 5.37746 -2.93085 0.75355  0.10
H: 6.19206 -1.30909 0.49025  0.08
H: 5.75713 -2.11427 -0.72286  0.02
H: 3.58767 -1.84282 -0.71413  0.05
H: 4.32873 -0.44240 -0.81101  0.13
H: 2.48690 -0.56932 0.50133  0.08
C: 0.91376 -3.30696 1.96324  -0.18
O: 2.35655 -3.32266 2.03334  -0.18
H: 0.55596 -3.19377 0.90661  0.07
H: 0.33401 -2.61571 2.74732  0.07
H: 0.54812 -4.36952 2.23689  0.09
H: 2.75267 -2.39777 1.75631  0.08
C: 3.70228 2.55841 0.06128  -0.13
O: 3.00639 1.95016 -1.04913  -0.10
H: 3.41573 2.41153 1.05331  0.04
H: 3.57015 3.72414 0.05189  0.11
H: 4.76625 2.48829 0.08341  0.06
H: 2.54547 1.27652 -0.68051  -0.07
C: -2.40034 -3.78058 -0.72855  -0.20
O: -1.36307 -3.00350 -1.14756  -0.14
H: -2.11656 -4.55817 -0.05303  0.07
H: -2.94941 -4.16928 -1.51841  0.05
H: -3.18933 -3.17945 -0.26266  0.09
H: -1.23962 -2.22102 -0.54671  0.04
C: -2.21301 -1.64223 4.15441  -0.10
O: -2.19195 -0.24578 3.74043  -0.11
H: -1.78809 -1.59913 5.23958  0.11
H: -1.41915 -2.30612 3.43070  0.11
H: -3.25065 -2.06170 3.93853  0.10
H: -2.88147 0.03216 4.14087  -0.04
C: -0.04472 3.43792 2.80239  -0.16
O: 1.23794 2.87330 2.90549  -0.17
H: -0.17877 3.29986 1.65526  0.10
H: -0.00779 4.46752 3.04608  0.06
H: -0.54078 2.71018 3.50340  0.10
H: 1.00684 1.95517 3.24770  0.09

Cartesian forces (eV/Å) of the 3 atoms listed first:
C -1.126 1.405 -1.356
O 0.005 1.768 0.137
C -3.734 -2.718 -1.195

***

2.
ORCA calculation (ωB97M-V/def2-TZVPD) on a cluster of 8 separate species, C16H50N2O8 in total.

Summary:
total charge: +1
relative energy (zero: lowest compared OMol25 entry of this formula, charge and spin): 275.8 kJ/mol
spin multiplicity: 2

Last column: Löwdin charge in e.
Cartesian coordinates (Å):
C: -3.50523 1.25068 1.75069  -0.07
C: -3.51171 2.26809 2.93582  -0.39
C: -2.81925 1.72696 4.20180  -0.04
O: -2.53849 3.24469 2.50013  -0.09
H: -2.53437 0.80266 1.53903  0.05
H: -4.17454 1.52489 0.93525  0.08
H: -4.05630 0.33827 1.97861  0.07
H: -4.53343 2.64652 2.96727  0.14
H: -3.37007 0.85606 4.55707  0.08
H: -2.79742 2.45893 5.00917  0.08
H: -1.77046 1.43704 4.13779  0.07
H: -2.96721 3.65577 1.74593  0.10
C: -3.16707 -1.72678 -1.42086  -0.02
C: -2.11844 -2.16575 -0.39170  -0.33
C: -2.18890 -3.69987 -0.14981  -0.10
O: -1.53160 -4.11681 1.04372  -0.13
C: -0.19720 -4.43608 0.98817  -0.09
N: -0.79946 -1.75339 -0.81992  0.29
H: -4.12292 -1.89508 -0.92477  0.10
H: -3.14366 -2.09928 -2.44496  0.10
H: -3.09292 -0.65342 -1.59556  0.09
H: -2.30474 -1.61702 0.53150  0.17
H: -1.89690 -4.32419 -0.99425  0.15
H: -3.22955 -3.86658 0.12831  0.15
H: -0.07674 -5.42772 0.55202  0.11
H: -0.00727 -4.55167 2.05526  0.12
H: 0.38895 -3.65351 0.50637  0.08
H: -0.67205 -0.77869 -1.05191  0.09
H: -0.25106 -1.77229 0.02803  0.07
C: 2.63961 -1.06413 -0.79828  -0.07
C: 3.65367 -1.43681 -1.92276  -0.35
C: 3.91626 -2.90110 -2.00808  -0.18
O: 4.75523 -3.09069 -0.81656  -0.20
C: 4.86424 -4.45190 -0.48359  -0.12
N: 2.86400 -1.04026 -3.16493  0.04
H: 3.02339 -1.27042 0.20085  0.07
H: 1.66077 -1.52878 -0.91694  0.04
H: 2.41990 -0.00997 -0.62922  0.07
H: 4.59262 -0.89932 -1.79024  0.15
H: 4.59265 -3.04845 -2.85003  0.13
H: 3.03746 -3.54265 -2.07287  0.13
H: 5.27848 -5.03806 -1.30390  0.09
H: 3.86608 -4.87313 -0.36384  0.07
H: 5.47080 -4.63813 0.40269  0.09
H: 2.04245 -1.61196 -3.30018  0.06
H: 2.57487 -0.08408 -3.01582  0.04
C: -0.05880 3.83529 4.77771  -0.19
O: 0.27477 3.71097 3.43274  -0.12
H: 0.69809 4.44442 5.27185  0.09
H: -1.02336 4.34217 4.80614  0.08
H: -0.24907 2.89732 5.29936  0.07
H: -0.56956 3.55450 3.00353  0.03
C: -0.36936 5.20548 -3.68675  -0.15
O: -0.13224 4.47045 -2.50135  -0.14
H: -1.20828 5.88068 -3.51820  0.08
H: 0.52682 5.69065 -4.07351  0.09
H: -0.83924 4.49582 -4.36769  0.07
H: 0.17344 3.60400 -2.77960  0.00
C: 0.41413 1.53052 -4.64892  -0.10
O: 1.13898 2.47430 -3.83141  -0.16
H: -0.11977 2.10868 -5.40308  0.09
H: 1.15287 0.82470 -5.02865  0.08
H: -0.32353 1.02533 -4.02542  0.07
H: 1.56480 3.06846 -4.45370  0.10
C: 0.06798 1.70542 0.12154  -0.12
O: -0.19160 1.16478 -1.16510  -0.14
H: 0.65431 2.61540 -0.00598  0.10
H: -0.83028 1.96544 0.68155  0.06
H: 0.64886 1.06519 0.78546  0.06
H: 0.18229 1.77542 -1.80457  0.05
C: 0.47178 -1.25614 2.67498  -0.18
O: 1.13854 -1.15273 3.90455  -0.09
H: 1.18113 -1.60132 1.92281  0.07
H: -0.39794 -1.91181 2.63272  0.07
H: 0.02261 -0.27018 2.55568  0.07
H: 1.73918 -0.40582 3.95882  0.09

Cartesian forces (eV/Å) of the 3 atoms listed first:
C -1.419 -1.483 1.255
C 2.948 -1.517 -1.393
C -1.460 -0.282 0.575

***

3.
ORCA calculation (ωB97M-V/def2-TZVPD) on a cluster of 7 separate species, C16H50N4O7 in total.

Summary:
SMILES: COC[C@H](C)N.COC[C@H](C)N.COC[C@H](C)N.COC[C@H](C)N.O.O.O
relative energy (zero: lowest compared OMol25 entry of this formula, charge and spin): 348.0 kJ/mol

Last column: Löwdin charge in e.
Cartesian coordinates (Å):
C: -1.66824 -2.98928 -0.55655  -0.07
O: -0.97647 -4.06652 0.12933  -0.20
C: 0.01942 -3.54329 1.09521  -0.18
C: 0.80450 -4.73040 1.55944  -0.48
C: 2.20347 -4.37184 2.13234  -0.06
N: 1.03117 -5.66647 0.51853  0.03
H: -1.60348 -2.11862 0.09603  0.06
H: -2.67226 -3.18885 -0.93102  0.09
H: -1.02754 -2.71217 -1.39368  0.06
H: 0.70515 -2.81968 0.65445  0.11
H: -0.39536 -3.11801 2.00909  0.12
H: 0.19299 -5.21651 2.31959  0.14
H: 2.62639 -5.33521 2.41721  0.07
H: 2.12406 -3.83044 3.07504  0.07
H: 2.83964 -3.90195 1.38228  0.07
H: 1.44103 -5.15810 -0.25197  0.08
H: 0.14839 -5.97696 0.13853  0.07
C: -1.06319 4.84357 -1.71580  -0.10
O: -2.40142 5.10908 -1.24553  -0.18
C: -2.49025 6.08761 -0.18250  -0.18
C: -1.71796 5.95439 1.13182  -0.48
C: -2.09837 4.71000 1.93213  -0.07
N: -1.91054 7.03354 2.00747  0.05
H: -0.58228 4.45328 -0.81886  0.07
H: -0.44451 5.71400 -1.93419  0.08
H: -0.84540 4.20529 -2.57210  0.09
H: -2.25250 7.05143 -0.63261  0.12
H: -3.54683 6.17672 0.07013  0.12
H: -0.70038 5.75211 0.79757  0.12
H: -1.36752 4.63263 2.73708  0.06
H: -1.94311 3.79027 1.36813  0.07
H: -3.12056 4.66685 2.30812  0.09
H: -1.76568 6.64456 2.92824  0.07
H: -2.87277 7.33771 1.96625  0.08
C: 0.15096 -1.45535 -4.09982  -0.12
O: 1.26293 -2.22219 -3.71319  -0.20
C: 2.40363 -2.19971 -4.52626  -0.19
C: 2.28899 -3.26785 -5.67941  -0.35
C: 2.33750 -4.76748 -5.28045  -0.06
N: 3.48809 -3.12529 -6.60248  0.00
H: 0.15652 -0.36650 -4.05008  0.09
H: -0.74464 -1.73236 -3.54369  0.07
H: -0.21759 -1.75406 -5.08116  0.08
H: 2.59467 -1.16736 -4.81927  0.12
H: 3.21836 -2.41349 -3.83444  0.12
H: 1.41341 -3.13012 -6.31384  0.12
H: 1.88652 -4.85860 -4.29231  0.07
H: 3.35608 -5.14810 -5.35601  0.07
H: 1.74508 -5.31694 -6.01204  0.07
H: 4.31373 -3.46989 -6.13377  0.05
H: 3.41254 -3.78583 -7.36280  0.06
C: 1.60131 0.40627 -0.57780  -0.09
O: 0.71441 1.02206 0.34452  -0.18
C: 0.16987 0.18898 1.35509  -0.22
C: -0.84545 0.84092 2.19701  -0.44
C: -0.18927 2.03451 3.03991  -0.04
N: -1.44445 0.01190 3.18473  0.05
H: 1.12345 -0.26171 -1.29443  0.08
H: 2.57180 0.08609 -0.19870  0.08
H: 1.81143 1.27356 -1.20371  0.09
H: -0.34971 -0.53661 0.72927  0.10
H: 0.91470 -0.27128 2.00432  0.13
H: -1.55369 1.27056 1.48855  0.14
H: 0.45502 2.61739 2.38171  0.07
H: 0.52673 1.56119 3.71178  0.08
H: -0.88663 2.67770 3.57666  0.04
H: -0.69059 -0.46268 3.66073  0.08
H: -1.85286 0.71006 3.78960  0.05
O: -3.05893 3.50511 5.13144  -0.04
H: -2.39252 2.94885 5.53483  0.04
H: -3.07124 4.29515 5.67174  0.05
O: 3.64933 -1.14422 2.61431  -0.05
H: 3.52023 -0.37957 2.05317  0.01
H: 4.59950 -1.25050 2.66025  0.04
O: -4.48107 1.03180 4.42742  -0.06
H: -4.26393 1.95597 4.30494  -0.01
H: -4.31385 0.63090 3.57446  0.02

Cartesian forces (eV/Å) of the 3 atoms listed first:
C 1.936 0.251 0.500
O -0.219 1.435 0.966
C -0.692 -0.572 -0.725

***

Q: What is the formula in the first record?
A: C16H49NO12